[1]
DFT (the ωB97M-V functional and the def2-TZVPD basis) results for CH3N2O2P in the gas phase at a distorted geometry.

Last column: Löwdin spin population.
CARTESIAN COORDINATES (ANGSTROEM)
P  0.3874  -1.6666  -1.0679  -0.083
O  -1.2452  0.1115  -0.3181  0.632
O  -0.7806  0.3435  -2.1366  0.707
N  -0.2700  -0.5519  0.2170  0.387
N  -0.0077  -0.6104  -2.1687  0.299
C  0.3535  0.3979  1.1693  0.047
H  -0.3692  0.9791  1.6532  0.002
H  0.8999  -0.0454  1.8745  0.000
H  1.0320  1.0423  0.7773  0.008

As for the spin multiplicity: 3. As for the total energy: -17442.1892 eV. As for the net charge: 0. The LUMO energy (alpha / beta) comes out at -0.27 / -1.58 eV. The value obtained for the gap between HOMO and LUMO (alpha / beta) is 7.58 / 7.69 eV. The energy above the lowest of the compared OMol25 structures with the same formula, charge and spin is 464.8 kJ/mol.

[2]
DFT (the ωB97M-V functional and the def2-TZVPD basis) results for a 2-piece molecular cluster, C3H9NO3 overall at a distorted geometry.

Last column: Löwdin charge in e.
CARTESIAN COORDINATES (ANGSTROEM)
O  0.4650  -1.4717  1.9027  0.048
O  2.8231  1.3299  -1.9111  -0.112
O  -2.6990  0.6684  -0.1170  -0.100
N  1.3682  -1.0160  -0.1437  0.164
C  -1.9682  -0.3159  0.5392  -0.275
C  0.5026  -0.7890  0.8786  -0.602
C  -0.5060  0.2280  0.7088  -0.122
H  1.8463  1.7758  -1.7169  0.152
H  1.7663  -1.9032  0.1364  0.109
H  -1.9960  -1.2225  -0.1518  0.138
H  1.9353  -0.2297  -0.4409  0.074
H  -0.3123  0.7730  -0.2703  0.121
H  -2.4461  -0.6067  1.5237  0.135
H  3.2428  1.2087  -2.7238  -0.009
H  -3.6325  0.5622  0.2472  0.125
H  -0.3899  1.0088  1.5389  0.153

As for the total energy: -10888.3768 eV. As for the net charge: 0. The SMILES is NC(=O)CCO.O. The LUMO energy comes out at 0.46 eV. The value obtained for the gap between HOMO and LUMO is 10.16 eV. The energy above the lowest of the compared OMol25 structures with the same formula, charge and spin is 212.7 kJ/mol.

[3]
DFT (the ωB97M-V functional and the def2-TZVPD basis) results for C5H14NP as an isolated structure at a distorted geometry.

Last column: Löwdin charge in e.
CARTESIAN COORDINATES (ANGSTROEM)
P  -0.7935  0.5551  1.9788  0.907
N  -0.8300  -0.5956  -0.1298  -0.025
C  -2.6337  0.7682  2.4993  -0.372
C  1.7127  -0.7940  0.1946  -0.103
C  0.4852  -0.3307  -0.6788  -0.748
C  0.7477  -1.1806  -1.9819  -0.059
C  0.7522  1.1221  -1.0453  -0.083
H  -0.6322  -0.6634  2.6330  -0.134
H  1.6055  -1.8400  0.5174  0.081
H  1.1776  1.0725  -2.0286  0.059
H  2.6165  -0.5521  -0.3092  0.062
H  1.8037  -0.1928  1.1132  0.041
H  -2.5004  0.7030  3.6787  0.068
H  1.4307  1.5674  -0.2384  0.095
H  0.0909  -0.8400  -2.7812  0.085
H  0.6110  -2.1524  -1.7092  0.040
H  -3.2968  0.0260  2.1819  -0.009
H  -0.8849  -1.5344  0.1673  -0.001
H  -0.2417  1.5607  -1.0782  0.069
H  1.6879  -0.9706  -2.4051  0.061
H  -2.9071  1.7210  2.2014  -0.032

As for the total energy: -16187.9857 eV. As for the net charge: 0. The LUMO energy comes out at 0.07 eV. The value obtained for the gap between HOMO and LUMO is 8.56 eV. The energy above the lowest of the compared OMol25 structures with the same formula, charge and spin is 235.1 kJ/mol.

[4]
DFT (the ωB97M-V functional and the def2-TZVPD basis) results for C49H33AsN8O4PtS as an isolated structure.

Last column: Löwdin charge in e.
CARTESIAN COORDINATES (ANGSTROEM)
Pt  -1.1444  0.2816  0.5012  1.323
As  1.2085  0.3549  1.1310  1.355
S  -0.6950  -2.6796  -1.1361  0.643
O  -0.2976  -1.7349  -2.1317  -0.283
O  -1.9546  -3.3624  -1.2201  -0.278
O  -7.7885  2.3270  -1.1127  0.106
O  -7.3965  4.3959  -0.6826  0.123
N  -7.0757  3.2352  -0.7473  -0.326
N  -3.1600  0.2037  -0.1660  -0.014
N  1.8813  3.5016  -8.3961  0.183
N  -0.7994  -1.7163  0.2632  -0.233
N  -1.7860  2.2126  0.9426  -0.043
N  -1.5965  -3.3454  1.8430  0.184
N  -1.6779  -0.9854  2.1314  -0.049
N  3.5483  -6.6751  -0.4825  0.138
C  2.0300  -1.3005  1.6036  -0.283
C  0.3956  1.0316  -4.5400  -0.001
C  1.8957  3.1967  4.7933  -0.046
C  -0.6170  1.0755  -1.2085  -0.228
C  3.4846  -0.3616  -0.1233  -0.182
C  -1.0764  3.2044  1.4604  -0.060
C  -4.9812  3.9126  0.2119  0.093
C  4.7258  0.7540  -1.8521  -0.032
C  -5.0688  -0.7266  -1.2052  0.029
C  -3.0612  2.4614  0.5324  -0.125
C  -2.8776  4.7539  1.2361  0.057
C  3.6565  -3.4589  2.0788  -0.038
C  2.5550  0.6831  -0.1737  -0.292
C  3.8022  1.7926  -1.8752  -0.043
C  1.0315  2.7752  -6.0637  -0.216
C  0.2736  -5.0568  -0.2644  -0.051
C  2.5559  -5.7513  -0.6365  -0.304
C  0.9274  2.2005  4.8580  -0.054
C  0.1524  1.9921  -3.5552  -0.244
C  2.4640  2.5223  2.5534  -0.081
C  2.4728  -3.3178  2.7919  -0.043
C  -2.5229  -2.3595  3.8312  -0.015
C  3.2122  -1.4320  0.8680  -0.191
C  0.8320  1.4225  -5.7916  -0.002
C  2.7051  1.7631  -1.0272  -0.087
C  -1.3736  -2.1093  1.4328  -0.520
C  1.4999  3.1811  -7.3616  -0.170
C  -5.1191  1.5791  -0.5158  -0.027
C  -5.6794  2.9009  -0.3382  -0.031
C  1.2643  -6.0017  -0.1422  -0.008
C  -3.8055  1.3932  -0.0626  -0.125
C  0.5630  -3.8306  -0.8649  -0.310
C  2.8200  -4.5209  -1.2597  -0.025
C  -1.5934  4.4892  1.6315  0.014
C  1.8365  -3.5668  -1.3684  -0.056
C  1.6556  -2.2191  2.5672  -0.076
C  -5.7459  0.4591  -1.1122  0.064
C  4.5770  -0.3153  -0.9801  0.002
C  -2.1656  -3.4533  3.0379  -0.058
C  4.0343  -2.5191  1.1302  -0.010
C  -3.6407  3.7210  0.6653  -0.100
C  0.3491  3.3442  -3.8344  -0.025
C  2.6633  3.3542  3.6486  -0.046
C  -3.7640  -0.8315  -0.7197  -0.039
C  -2.2628  -1.1066  3.3259  -0.091
C  0.7203  1.3678  3.7705  -0.117
C  1.4880  1.5340  2.6199  -0.389
C  -0.2663  1.5521  -2.2560  -0.095
C  0.7862  3.7369  -5.0862  -0.012
H  1.9761  2.5614  -1.0508  0.104
H  1.0454  -6.9573  0.3172  0.121
H  3.2923  -7.6180  -0.2434  0.108
H  -3.2129  -1.7604  -0.8042  0.091
H  0.7501  -2.0924  3.1483  0.098
H  -0.7265  -5.2596  0.0903  0.109
H  4.2939  -4.3125  2.2676  0.120
H  -0.0274  0.5845  3.8250  0.082
H  -0.0647  2.9831  1.7610  0.087
H  2.0579  3.8449  5.6440  0.119
H  4.9673  -2.6425  0.5963  0.120
H  1.0225  0.6883  -6.5620  0.128
H  -5.5277  -1.5920  -1.6612  0.135
H  -0.9651  5.2504  2.0708  0.130
H  -2.9892  -2.4921  4.7950  0.118
H  2.1931  -4.0572  3.5299  0.117
H  4.3735  -6.5915  -1.0514  0.107
H  3.0722  2.6393  1.6649  0.107
H  0.2354  -0.0136  -4.3102  0.117
H  0.3439  2.0699  5.7596  0.116
H  -6.7494  0.5442  -1.4913  0.119
H  0.9381  4.7828  -5.3141  0.127
H  -2.3510  -4.4635  3.3851  0.131
H  -5.4495  4.8823  0.3084  0.145
H  3.8060  -4.3299  -1.6655  0.121
H  0.1520  4.0865  -3.0715  0.116
H  3.4262  4.1200  3.6073  0.120
H  3.9322  2.6197  -2.5600  0.118
H  -2.5089  -0.1946  3.8556  0.128
H  5.5767  0.7815  -2.5194  0.120
H  -3.3078  5.7409  1.3499  0.143
H  2.0339  -2.6269  -1.8678  0.117
H  5.3169  -1.1044  -0.9703  0.117

As for the total energy: -146363.6394 eV. As for the net charge: +2. The LUMO energy comes out at -6.29 eV. The value obtained for the gap between HOMO and LUMO is 6.35 eV. The energy above the lowest of the compared OMol25 structures with the same formula, charge and spin is 12.4 kJ/mol.

> What is the formula in the fourth record?

C49H33AsN8O4PtS

> What is the total energy in the fourth record?

-146363.6394 eV